1.
76
Properties=species:S:1:pos:R:3:forces:R:3 method="wB97M-V/def2-TZVPD" e_homo_ev=-10.674 total_charge=+1 molar_mass_da=598.64 gap_ev=5.99
C -0.550 -5.249 3.532 -0.511 -0.348 0.068
N -0.616 -3.812 3.389 0.796 0.648 -0.429
C 0.534 -3.086 3.238 0.941 -0.164 0.974
O 1.694 -3.482 3.356 -1.849 0.531 -0.464
C 0.111 -1.629 3.025 0.303 0.023 0.750
C 0.557 -1.111 1.653 -0.264 0.048 -0.269
C 2.031 -0.898 1.742 0.724 0.118 -0.070
C 2.951 -1.746 1.123 -0.121 -0.156 -0.111
F 2.506 -2.688 0.252 0.374 0.672 0.714
C 4.307 -1.694 1.437 0.231 -0.399 0.038
F 5.163 -2.600 0.920 -0.624 0.792 0.352
C 4.759 -0.757 2.373 0.453 0.062 -0.012
F 6.048 -0.763 2.758 -0.891 0.089 -0.392
C 3.876 0.178 2.921 0.205 -0.047 0.447
F 4.306 1.096 3.818 -0.286 -0.710 -0.719
C 2.528 0.062 2.622 -0.177 0.172 0.240
F 1.642 0.859 3.302 0.653 -0.473 -0.603
N -1.334 -1.676 3.203 -1.244 2.302 -0.358
C -2.049 -0.521 3.152 1.366 -1.125 -0.026
C -3.412 -0.421 2.922 -1.132 -0.120 -0.177
C -4.242 0.704 2.921 0.810 -1.460 0.046
C -5.643 0.506 2.711 -1.211 -0.480 -0.368
C -6.452 1.639 2.475 0.438 -0.229 0.130
C -7.796 1.509 2.151 -0.101 -0.198 -0.074
C -8.371 0.232 2.031 0.420 0.362 0.099
C -7.594 -0.911 2.267 0.296 0.133 0.081
C -6.261 -0.781 2.635 -0.008 0.413 -0.189
C -1.841 -3.045 3.102 -0.173 -0.949 -0.214
C -2.329 -3.302 1.672 0.026 -0.067 -0.136
C -2.909 -3.378 4.141 0.260 0.177 0.193
H 0.506 -5.536 3.611 -0.379 0.140 -0.025
H -1.098 -5.562 4.428 0.236 -0.009 -0.064
H -1.015 -5.752 2.675 0.219 0.062 0.056
H 0.511 -0.979 3.822 0.057 -0.447 -0.353
H 0.314 -1.842 0.864 0.095 0.394 0.267
H 0.043 -0.161 1.446 0.100 -0.247 -0.052
H -1.453 0.388 3.254 0.043 -0.178 0.065
H -3.887 -1.371 2.661 0.125 0.648 0.282
H -3.916 1.738 3.038 0.312 0.034 0.266
H -5.943 2.602 2.541 -0.352 -0.068 -0.072
H -8.379 2.411 1.965 0.042 -0.349 0.048
H -9.418 0.127 1.757 0.205 0.050 0.034
H -8.006 -1.915 2.146 -0.027 0.399 0.135
H -5.702 -1.695 2.840 -0.189 0.315 -0.041
H -1.502 -3.155 0.964 -0.264 -0.217 0.158
H -2.730 -4.322 1.595 0.177 0.289 -0.118
H -3.115 -2.591 1.406 0.044 -0.264 -0.044
H -2.456 -3.302 5.139 -0.227 -0.143 -0.184
H -3.734 -2.668 4.089 -0.007 -0.253 0.073
H -3.289 -4.393 3.962 0.122 0.320 0.151
C 2.092 4.892 1.529 -0.825 -1.031 -0.290
C 1.807 4.015 2.589 -0.434 0.058 0.264
C 0.475 3.664 2.954 0.238 0.497 -0.105
C -0.634 4.145 2.218 0.280 -0.373 -0.337
C -2.115 3.598 2.279 -0.159 0.125 0.193
N -3.175 3.728 3.340 -0.249 1.378 0.384
C -3.312 4.851 4.019 0.983 -0.429 -0.598
N -2.284 5.718 4.285 0.098 -0.710 -0.198
C -2.737 7.013 4.706 0.358 0.878 -0.505
C -4.231 6.805 4.978 -0.557 0.372 -0.016
N -4.443 5.402 4.614 -0.092 -1.003 -0.138
C -0.321 4.952 1.105 0.258 0.424 0.086
C 0.996 5.326 0.769 -0.151 -0.076 0.252
H 3.126 5.065 1.182 -0.692 0.094 0.457
H 2.644 3.569 3.136 -0.387 0.185 -0.023
H 0.318 3.031 3.839 0.097 0.178 -0.510
H -2.562 4.000 1.338 0.182 -0.415 0.604
H -2.047 2.501 2.166 0.205 0.383 -0.256
H -1.351 5.501 3.946 -0.466 0.352 0.119
H -2.176 7.422 5.551 -0.128 -0.263 0.022
H -2.625 7.719 3.871 0.053 0.083 0.258
H -4.525 7.089 6.007 0.183 -0.607 -0.381
H -4.808 7.462 4.307 0.081 -0.228 0.229
H -5.378 5.002 4.496 0.932 0.342 -0.094
H -1.136 5.325 0.474 0.303 -0.203 0.197
H 1.170 5.932 -0.122 -0.146 -0.105 0.286



2.
11
Properties=species:S:1:pos:R:3:forces:R:3 method="wB97M-V/def2-TZVPD" smiles="C=NC.O" de_lowest_kcal_mol=44.8 e_homo_ev=-9.275 molar_mass_da=61.08 gap_ev=10.19
C 0.664 -0.092 1.559 2.149 -1.528 0.918
N 0.370 -0.450 0.406 -1.054 -0.844 -2.543
C 1.105 -1.083 -0.778 -5.661 0.466 1.250
H -0.106 0.157 2.290 -0.162 0.529 -0.391
H 1.679 -0.267 2.020 -0.535 0.419 -0.418
H 2.087 -1.152 -0.754 4.824 -0.070 0.473
H 0.763 -0.500 -1.631 0.273 0.097 -0.084
H 0.682 -2.105 -0.973 0.199 0.926 0.613
O -1.956 1.401 -0.821 2.189 0.621 -0.730
H -1.290 0.666 -0.890 -0.958 0.665 0.499
H -1.368 2.189 -1.026 -1.265 -1.280 0.412



3.
57
Properties=species:S:1:pos:R:3:forces:R:3 method="wB97M-V/def2-TZVPD" de_lowest_kcal_mol=1.6 e_homo_ev=-4.971 total_charge=-1 molar_mass_da=813.46 gap_ev=7.31
Pt 2.296 0.050 -0.405 0.360 0.413 0.065
S 3.685 -0.347 1.392 -0.340 -0.355 0.320
C 4.709 0.912 0.848 0.489 0.161 0.064
S 4.126 1.503 -0.653 -0.213 -0.083 -0.407
C 5.839 1.362 1.502 -0.167 -0.098 -0.074
C 6.652 2.385 0.941 0.024 0.060 -0.019
N 7.315 3.213 0.487 -0.013 -0.013 0.014
C 6.240 0.788 2.740 0.021 -0.010 0.051
N 6.568 0.321 3.742 -0.007 0.010 -0.012
C -3.527 0.152 -2.620 -0.026 0.019 0.007
C -3.505 0.789 -1.386 -0.005 -0.024 -0.019
C -2.493 0.507 -0.476 0.033 0.019 -0.055
C -1.498 -0.411 -0.799 -0.116 -0.061 0.097
C -1.527 -1.047 -2.036 -0.050 -0.047 0.012
C -2.540 -0.768 -2.943 0.038 0.001 -0.015
Sb 0.115 -0.814 0.523 -0.176 -0.028 -0.193
C -0.486 0.369 2.167 0.126 0.051 0.000
C -0.259 1.741 2.052 -0.101 -0.039 0.216
C -0.616 2.578 3.102 0.061 0.079 -0.130
C -1.174 2.057 4.260 -0.022 -0.026 0.062
C -1.381 0.690 4.378 -0.007 -0.011 -0.013
C -1.036 -0.156 3.331 -0.048 0.053 -0.041
C -0.491 -2.730 1.213 0.174 -0.047 -0.024
C -1.835 -3.036 1.412 -0.032 0.005 -0.018
C -2.205 -4.287 1.887 0.006 0.011 -0.004
C -1.233 -5.240 2.163 0.001 -0.002 -0.003
C 0.107 -4.944 1.960 0.003 -0.009 0.002
C 0.477 -3.693 1.484 -0.028 0.008 0.021
H -4.315 0.375 -3.330 0.003 0.000 -0.003
H -4.273 1.509 -1.131 -0.003 0.004 0.000
H -2.467 1.020 0.477 -0.019 0.003 -0.003
H -0.754 -1.761 -2.302 0.035 0.032 -0.026
H -2.545 -1.259 -3.908 -0.013 -0.005 -0.007
H 0.184 2.147 1.149 0.011 0.006 0.016
H -0.445 3.644 3.011 -0.001 -0.002 0.028
H -1.440 2.713 5.080 0.006 0.014 -0.017
H -1.809 0.282 5.285 0.009 -0.010 -0.001
H -1.200 -1.222 3.427 0.012 -0.017 0.009
H -2.598 -2.298 1.191 0.007 -0.006 -0.003
H -3.251 -4.518 2.039 -0.003 -0.001 -0.001
H -1.522 -6.215 2.533 0.002 -0.002 0.002
H 0.867 -5.686 2.170 -0.003 -0.002 0.002
H 1.526 -3.468 1.321 0.004 0.003 -0.003
C -1.018 3.284 -3.169 -0.006 0.011 -0.001
N -0.138 2.135 -3.265 0.030 0.014 0.064
C 0.021 1.438 -4.427 -0.077 -0.019 -0.070
C 0.756 0.321 -4.488 0.079 -0.024 0.054
C 1.391 -0.184 -3.271 -0.209 0.144 -0.049
O 1.939 -1.276 -3.221 0.114 -0.068 0.010
N 1.302 0.632 -2.158 0.055 -0.123 0.167
C 0.513 1.736 -2.094 -0.023 0.012 -0.046
O 0.323 2.386 -1.070 -0.008 -0.008 -0.010
H -1.497 3.436 -4.134 0.011 -0.002 -0.005
H -0.458 4.176 -2.891 -0.006 0.000 0.006
H -1.778 3.109 -2.408 0.003 0.004 -0.009
H -0.503 1.843 -5.284 0.009 -0.014 -0.002
H 0.869 -0.244 -5.399 -0.006 0.020 -0.009



4.
25
Properties=species:S:1:pos:R:3:forces:R:3 method="wB97M-V/def2-TZVPD" smiles=CB(O)[NH2+]C(C)(C)CN de_lowest_kcal_mol=0.5 e_homo_ev=-13.319 total_charge=+1 molar_mass_da=131.01 gap_ev=10.34
C 2.993 -0.945 -0.373 -1.392 -0.823 4.340
B 1.807 0.090 0.082 0.478 -3.448 -3.684
O 1.627 1.147 0.735 0.963 4.218 4.562
N 0.356 -0.106 -0.827 2.859 -0.426 -0.212
C -0.871 -0.203 -0.028 -0.148 -0.638 -0.547
C -1.590 -1.470 -0.518 0.731 2.104 -3.648
C -0.547 -0.613 1.356 2.224 -0.032 1.973
C -1.550 1.092 -0.325 -3.009 2.556 2.375
N -0.682 2.275 -0.471 0.961 -0.419 0.731
H 3.902 -1.106 0.318 -1.101 1.144 -1.492
H 3.104 -0.707 -1.379 1.049 0.232 -1.891
H 2.576 -1.975 -0.295 -0.138 0.493 -0.465
H 2.084 1.475 1.583 -0.461 -0.884 -2.258
H 0.466 -1.013 -1.264 0.159 0.205 -0.758
H 0.217 0.680 -1.506 0.602 -0.587 0.492
H -2.321 -1.666 0.174 -1.913 -1.006 1.382
H -2.051 -1.263 -1.561 0.738 -0.801 1.566
H -0.786 -2.216 -0.520 -0.807 -0.371 -0.265
H -0.174 -1.678 1.259 -0.803 0.948 0.836
H 0.342 -0.079 1.773 -1.283 -0.348 0.011
H -1.371 -0.447 2.060 0.145 -0.559 -0.277
H -2.296 1.392 0.491 0.685 -1.113 -0.753
H -2.192 0.961 -1.172 -0.050 0.075 -0.917
H -0.284 2.460 0.480 -0.483 0.250 -1.504
H -1.131 3.118 -0.846 -0.007 -0.769 0.403



5.
16
Properties=species:S:1:pos:R:3:forces:R:3 method="wB97M-V/def2-TZVPD" de_lowest_kcal_mol=69.3 e_homo_ev=-8.414 molar_mass_da=104.15 gap_ev=8.95
C -1.058 -1.143 1.084 1.762 3.234 0.106
C -1.593 -0.674 -0.052 -1.172 0.238 -3.129
C -1.301 0.428 -1.120 0.796 -0.112 1.323
C -0.153 0.859 -1.638 2.690 -0.691 0.124
C 1.245 0.334 -1.185 -4.225 0.914 2.076
C 1.657 -0.022 0.036 0.331 0.144 -1.515
C 1.151 0.168 1.365 0.499 2.025 0.044
C 0.008 -0.274 1.832 -1.573 -0.950 -0.017
H -1.446 -1.908 1.712 -0.557 -0.781 -0.189
H -2.448 -1.122 -0.648 0.668 -0.561 1.798
H -2.131 0.845 -1.671 -0.744 -0.339 0.485
H -0.143 1.516 -2.564 -0.123 -0.810 1.368
H 1.964 0.306 -1.887 2.165 -0.230 -2.701
H 2.684 -0.298 0.052 0.979 -0.405 -0.060
H 1.827 0.967 1.846 -1.290 -1.557 0.147
H -0.263 0.018 2.838 -0.205 -0.120 0.141